(1)
ORCA calculation (the ωB97M-V functional and the def2-TZVPD basis) on CH12N2O3 as an isolated structure.

Computed properties:
HOMO energy (alpha / beta): -14.788 / -14.538 eV
LUMO level (alpha / beta): -8.4 / -6.6 eV

Geometry as ORCA input:
```
! RIJCOSX wB97M-V def2-TZVPD def2/J DEFGRID3
* xyz 1 2
N 2.33957 0.74186 1.31199
C 2.51993 0.77999 -0.13536
N 1.78833 -0.05656 -1.02994
H 3.08775 1.09907 1.90208
H 1.71644 0.00509 1.66723
H 3.61377 0.74174 -0.29097
H 2.16080 1.80447 -0.39824
H -0.72212 -1.10705 -2.07378
H 2.26451 -0.96861 -1.04954
H 0.10658 -0.22669 0.23743
H -0.71030 -0.38029 -2.16611
O -0.39154 0.15450 0.93740
H -1.29780 -0.21633 0.86260
H -3.37745 -1.67217 1.21251
O -2.68763 -1.28518 0.65791
H -4.12658 0.71941 -0.82448
H -3.09306 -0.58402 -0.11826
O -3.19119 0.45075 -0.70249
*
```

(2)
ORCA calculation (the ωB97M-V functional and the def2-TZVPD basis) on an isolated ion of composition C7H18N8 and charge +2.

Computed properties:
HOMO energy: -17.006 eV
LUMO level: -8.4 eV
SMILES: [H]/N=C(\N)[N+]1=N[C@@H](C)C[C@@]1(C)NNC(N)=[NH2+]

Geometry as ORCA input:
```
! RIJCOSX wB97M-V def2-TZVPD def2/J DEFGRID3
* xyz 2 1
C 3.20068 -0.20487 -0.17406
C -0.83630 2.06385 -0.33654
C -1.25308 -1.56833 0.38851
C -2.68734 -0.91476 0.25247
C -0.23896 -0.42649 0.37338
C -3.57342 -1.57620 -0.87053
C 0.29330 0.01308 1.76352
N -2.41750 0.46569 -0.12294
N 1.97369 0.23721 -0.45056
N -1.20689 0.71329 0.03478
N 4.05773 0.57317 0.43581
N 3.55206 -1.51485 -0.39036
N 0.37201 2.32724 -0.30607
N 0.75590 -0.41351 -0.58853
N -1.87384 2.74468 -0.83100
H -1.15123 -2.08469 1.33555
H -0.99892 -2.29487 -0.38531
H -3.26113 -1.11560 1.18842
H -3.05704 -1.30742 -1.78831
H -4.45463 -0.98795 -0.79206
H -3.87598 -2.56073 -0.70682
H 1.00926 0.73589 1.59286
H 0.70411 -0.91601 2.20500
H -0.36548 0.41440 2.45838
H 3.70083 1.48112 0.76092
H 5.11621 0.53885 0.33591
H 3.14043 -2.05053 -1.10615
H 4.55473 -1.82989 -0.28879
H 1.74673 1.18339 -0.54007
H 0.75990 3.20869 -0.44664
H 0.85582 -1.23726 -1.10561
H -2.74731 2.49163 -0.95627
H -1.79434 3.81178 -0.93890
*
```

(3)
ORCA calculation (the ωB97M-V functional and the def2-TZVPD basis) on C3H8N2O as an isolated structure.

Computed properties:
HOMO energy: -8.552 eV
LUMO level: 1.0 eV

Geometry as ORCA input:
```
! RIJCOSX wB97M-V def2-TZVPD def2/J DEFGRID3
* xyz 0 1
C -0.90881 -1.41277 -0.84772
C -0.18422 -1.02228 0.51459
C 0.79691 2.21689 0.15373
H 0.62923 -0.32849 -1.53511
H -1.71038 -0.38897 -1.05782
H -1.34453 -2.44707 -0.75596
H -0.21187 -1.70331 1.76076
H 0.83284 -1.20026 0.25700
H -0.44021 0.75475 1.89843
H 1.48566 2.47749 -0.72152
H 1.14981 2.72016 1.33829
N -0.36652 0.45142 0.81370
N 0.11532 1.19875 -0.18796
O 0.15677 -1.31632 -1.63040
*
```

(4)
ORCA calculation (the ωB97M-V functional and the def2-TZVPD basis) on a 10-piece molecular cluster, C10H40O10 overall.

Computed properties:
HOMO energy: -10.149 eV
LUMO level: 0.1 eV
SMILES: CO.CO.CO.CO.CO.CO.CO.CO.CO.CO

Geometry as ORCA input:
```
! RIJCOSX wB97M-V def2-TZVPD def2/J DEFGRID3
* xyz 0 1
C -0.81328 -14.59233 -27.17599
O -1.80790 -13.53300 -26.92654
H -1.26000 -15.54477 -26.89072
H -0.53277 -14.65582 -28.22736
H 0.06007 -14.44940 -26.53964
H -1.48342 -12.65339 -27.13292
C 3.68579 -19.49632 -28.69208
O 3.67861 -18.31523 -29.53418
H 3.92423 -19.22177 -27.66452
H 2.69374 -19.91856 -28.53200
H 4.40961 -20.25463 -28.99068
H 3.46156 -18.61379 -30.42038
C 2.14601 -21.00648 -21.45891
O 3.17225 -20.00149 -21.32138
H 2.03539 -21.12906 -22.53633
H 2.46364 -21.93814 -20.99073
H 1.22539 -20.63506 -21.00878
H 4.00234 -20.48219 -21.28305
C 11.99873 -16.34862 -19.54361
O 11.40640 -15.25061 -20.17271
H 12.18714 -17.16078 -20.24572
H 12.98457 -16.05090 -19.18644
H 11.30401 -16.71873 -18.78964
H 10.48455 -15.47143 -20.32445
C 0.22693 -16.94887 -17.59090
O 0.43433 -16.40475 -18.89204
H -0.40550 -16.39368 -16.89816
H -0.10666 -17.97596 -17.73885
H 1.19757 -17.02812 -17.10132
H 0.78217 -17.12607 -19.42148
C 7.33306 -20.04372 -15.34272
O 6.89238 -20.19007 -13.99285
H 7.07030 -20.90750 -15.95342
H 6.91434 -19.16172 -15.82735
H 8.41122 -19.91293 -15.43529
H 6.09703 -20.72591 -14.03629
C 5.53145 -14.46112 -22.61989
O 6.26477 -15.13655 -21.63873
H 4.68433 -13.97742 -22.13355
H 6.25573 -13.75120 -23.01930
H 5.28725 -15.06521 -23.49370
H 5.63575 -15.66713 -21.14437
C 10.01578 -9.66620 -27.12592
O 11.29705 -9.02187 -27.07409
H 9.23686 -8.90411 -27.15050
H 9.88037 -10.09169 -28.12026
H 9.79878 -10.40539 -26.35481
H 11.80057 -9.41618 -27.79004
C 6.03617 -11.71152 -16.95536
O 5.68128 -11.02163 -15.78087
H 5.56185 -12.69283 -16.94215
H 5.70088 -11.18172 -17.84698
H 7.10634 -11.91319 -17.00189
H 4.72704 -10.91669 -15.78071
C 5.05556 -12.78770 -30.87662
O 5.47003 -13.35476 -29.66364
H 5.65328 -13.12905 -31.72180
H 4.02530 -13.03346 -31.13405
H 5.07587 -11.69851 -30.83972
H 5.11630 -14.24371 -29.74253
*
```

(5)
ORCA calculation (the ωB97M-V functional and the def2-TZVPD basis) on a 2-piece molecular cluster, C3H8N4 overall.

Computed properties:
HOMO energy: -7.724 eV
LUMO level: 0.9 eV
SMILES: [H]/N=C\NN.C#CN

Geometry as ORCA input:
```
! RIJCOSX wB97M-V def2-TZVPD def2/J DEFGRID3
* xyz 0 1
N -1.02094 -0.50459 0.05544
C 1.19936 1.27147 -0.65003
N -2.13993 -0.36316 0.91491
N 0.52096 2.32400 -1.06953
C 1.93725 0.36460 -0.20801
C 0.31857 -0.96362 0.51582
N 0.83439 -2.05672 0.03584
H -1.31321 -1.13283 -0.69435
H -2.65813 -1.24269 0.90584
H -1.97267 -0.17704 1.89678
H 0.67542 3.19252 -0.57640
H -0.31661 2.09430 -1.59502
H 0.58289 -2.39281 -0.89363
H 2.98538 0.15582 -0.17223
H 0.36727 -0.56925 1.53457
*
```

(6)
ORCA calculation (the ωB97M-V functional and the def2-TZVPD basis) on the molecule C2H5IN2OS.

Computed properties:
HOMO energy: -8.991 eV
LUMO level: 0.4 eV

Geometry as ORCA input:
```
! RIJCOSX wB97M-V def2-TZVPD def2/J DEFGRID3
* xyz 0 1
C 0.39603 -0.90745 -0.56563
C -0.49999 -0.82310 0.61501
N 0.52332 0.41582 -1.03633
N 0.13049 0.58250 1.32272
O -0.22196 2.64602 -0.37565
S 0.68165 1.61661 0.12078
I -2.52372 -0.69360 0.04875
H 1.46494 -1.26868 -0.35626
H -0.08921 -1.57642 -1.19196
H -0.50554 -1.57363 1.39015
H 1.06925 0.53484 -1.88472
H -0.42526 1.04710 1.91315
*
```

(7)
ORCA calculation (the ωB97M-V functional and the def2-TZVPD basis) on a 2-piece molecular cluster, H4NOPS overall.

Computed properties:
HOMO energy: -9.154 eV
LUMO level: -0.4 eV
SMILES: OP=S.N

Geometry as ORCA input:
```
! RIJCOSX wB97M-V def2-TZVPD def2/J DEFGRID3
* xyz 0 1
N -1.65893 -0.21163 0.10896
O 1.12348 0.95191 0.09192
P 2.68131 0.56223 0.21007
S 2.91349 -1.30478 -0.17827
H -2.02897 -0.66698 0.87718
H -1.87723 0.75820 -0.14836
H 0.30671 0.47813 -0.18622
H -1.45986 -0.56709 -0.77526
*
```

(8)
ORCA calculation (the ωB97M-V functional and the def2-TZVPD basis) on C31H31GeN3O4OsS as an isolated structure.

Computed properties:
HOMO energy (alpha / beta): -6.045 / -6.052 eV
LUMO level (alpha / beta): -0.8 / -0.7 eV

Geometry as ORCA input:
```
! RIJCOSX wB97M-V def2-TZVPD def2/J DEFGRID3
* xyz 0 1
Os 1.27181 1.67810 -1.82384
O 5.12748 0.49618 -0.98937
C 3.87819 0.69500 -1.46031
O 3.16586 1.62325 -0.91491
C 3.37469 -0.08568 -2.51745
C 4.04164 -1.03080 -3.33276
C 3.37784 -1.58888 -4.39388
C 2.04215 -1.23385 -4.67332
C 1.41930 -0.32694 -3.83812
N 2.05320 0.21003 -2.79188
C 0.02511 0.26145 -4.01534
O -0.74494 -0.15672 -4.85410
O -0.21375 1.25801 -3.21894
H 5.26484 1.09538 -0.24068
H 5.06921 -1.26094 -3.10207
H 3.88285 -2.29358 -5.03519
H 1.51369 -1.63455 -5.52121
C -0.38321 4.01811 2.86167
C -0.02953 3.14449 1.67045
N -1.10550 3.13320 0.70155
C -0.93395 3.29598 -0.60331
S 0.53578 3.93501 -1.24219
N -1.93550 3.08795 -1.45835
C -3.06695 2.21569 -1.19803
C -4.25453 2.96539 -0.60131
H 0.48016 4.09867 3.51396
H -1.20410 3.58076 3.42343
H -0.66557 5.01167 2.52711
H 0.13809 2.11315 1.99700
H 0.87374 3.50552 1.17430
H -1.95506 2.68654 1.01995
H -1.70218 3.21089 -2.43555
H -2.75329 1.40380 -0.53496
H -3.35461 1.77086 -2.15014
H -4.04994 3.31897 0.40604
H -5.11597 2.30409 -0.56702
H -4.50575 3.83028 -1.20931
C 0.21884 0.72065 -0.44638
Ge 0.09402 -0.81311 0.64948
C -1.33890 -0.26233 1.95460
C -1.15957 0.23128 3.24131
C -2.23207 0.68832 3.98984
C -3.50848 0.66916 3.45623
C -3.70956 0.17527 2.17858
C -2.63441 -0.28743 1.43968
C -0.78949 -2.40647 -0.16207
C -1.01121 -2.57535 -1.51852
C -1.65257 -3.71137 -1.98373
C -2.07992 -4.68089 -1.09200
C -1.85752 -4.51862 0.26543
C -1.21534 -3.38637 0.72423
C 1.81670 -1.49183 1.43169
C 2.70154 -2.14359 0.58217
C 3.92614 -2.59093 1.04429
C 4.28355 -2.38929 2.36737
C 3.40497 -1.74997 3.22241
C 2.18280 -1.30124 2.75502
H -0.17024 0.24867 3.67972
H -2.07227 1.05212 4.99537
H -4.34648 1.02303 4.03607
H -4.71077 0.15743 1.77099
H -2.80194 -0.70587 0.45345
H -0.69564 -1.80677 -2.21319
H -1.82289 -3.83679 -3.04281
H -2.58418 -5.56580 -1.45142
H -2.18815 -5.27314 0.96449
H -1.05165 -3.24558 1.78563
H 2.42347 -2.31435 -0.45087
H 4.60624 -3.09755 0.37534
H 5.24051 -2.73455 2.73111
H 3.67081 -1.59786 4.25801
H 1.50238 -0.81535 3.43649
*
```

Total energy, respectively: -10339.0994 -19453.7038 -8262.1260 -31487.3617 -9195.5203 -26116.5570 -23726.9208 -115126.7390 eV.